# C25H21BF4NO5

A 2-piece molecular cluster, C25H21BF4NO5 overall in a non-equilibrium geometry (ωB97M-V with the def2-TZVPD basis set, the Open Molecules 2025 dataset).

Geometry as ORCA input:
```
! wB97M-V def2-TZVPD RIJCOSX def2/J DEFGRID3
* xyz 1 1
F -3.758 4.303 -2.687
C -3.616 2.978 -2.339
C -4.678 2.113 -2.611
C -4.460 0.762 -2.338
F -5.488 -0.128 -2.569
C -3.267 0.265 -1.841
C -2.202 1.168 -1.608
C -0.879 0.678 -1.364
C 0.209 1.320 -1.958
C 1.227 0.577 -2.530
C 2.515 1.119 -2.811
C 3.622 0.260 -3.026
C 4.893 0.808 -3.041
F 5.975 -0.031 -3.160
C 5.127 2.185 -2.950
C 4.015 3.009 -2.778
F 4.198 4.367 -2.683
C 2.719 2.522 -2.730
C -2.425 2.558 -1.765
H -5.628 2.476 -2.980
H -3.094 -0.797 -1.683
H -0.778 -0.393 -1.244
H 0.226 2.423 -1.968
H 1.057 -0.490 -2.731
H 3.453 -0.818 -3.088
H 6.125 2.598 -3.024
H 1.881 3.196 -2.561
H -1.640 3.265 -1.500
C -2.190 -3.004 5.091
C -1.858 -1.743 4.472
C -1.578 -0.491 4.961
C -1.159 0.292 3.850
C -1.171 -0.513 2.739
B -0.474 -0.573 1.315
N 0.798 -1.602 1.255
C 1.535 -1.819 2.523
C 0.202 -2.853 0.676
C -1.106 -2.434 0.021
O -1.726 -3.013 -0.848
O -1.506 -1.198 0.476
C 1.726 -0.862 0.336
C 1.419 0.594 0.631
O 2.189 1.530 0.579
O 0.097 0.731 0.954
O -1.648 -1.750 3.125
H -2.202 -2.863 6.174
H -3.177 -3.378 4.789
H -1.445 -3.779 4.858
H -1.617 -0.191 6.002
H -0.850 1.334 3.848
H 2.537 -2.188 2.285
H 1.622 -0.885 3.089
H 1.026 -2.572 3.128
H 0.865 -3.313 -0.066
H 0.015 -3.563 1.491
H 2.786 -1.069 0.544
H 1.559 -1.118 -0.726
*
```

## Properties
Maximum force in hartree/bohr: 0.064
Frontier orbital gap in eV: 4.5760
Molar mass in Da: 502.25
E_LUMO in eV: -6.06

Charges computed using natural (NBO), reported in e: -0.306, 0.416, -0.254, 0.411, -0.304, -0.190, -0.118, 0.157, -0.313, 0.017, -0.104, -0.227, 0.410, -0.306, -0.265, 0.417, -0.304, -0.207, -0.220, 0.274, 0.270, 0.224, 0.244, 0.222, 0.239, 0.272, 0.236, 0.242, -0.661, 0.300, -0.323, -0.256, -0.053, 0.945, -0.397, -0.410, -0.334, 0.776, -0.540, -0.673, -0.345, 0.782, -0.523, -0.657, -0.449, 0.240, 0.238, 0.221, 0.238, 0.234, 0.213, 0.251, 0.240, 0.244, 0.271, 0.260, 0.238


# C6H13NO

A 2-piece molecular cluster, C6H13NO overall in a non-equilibrium geometry (ωB97M-V with the def2-TZVPD basis set, the Open Molecules 2025 dataset).

Geometry as ORCA input:
```
! wB97M-V def2-TZVPD RIJCOSX def2/J DEFGRID3
* xyz -1 2
C 1.799 1.346 1.565
C 1.655 -0.085 0.967
N 0.845 0.092 -0.237
C 1.314 -1.003 -1.143
C -1.299 0.266 -1.702
C -0.644 0.143 -0.356
C -1.476 -0.415 0.623
O -2.739 -0.592 0.392
H 2.554 1.996 1.033
H 0.839 2.009 1.556
H 2.316 1.468 2.574
H 2.552 -0.658 0.836
H 1.311 -0.616 1.927
H 2.366 -1.019 -1.226
H 0.872 -2.030 -1.049
H 0.989 -0.769 -2.110
H -1.957 1.110 -1.668
H -2.058 -0.596 -1.853
H -0.736 0.465 -2.718
H -0.131 1.946 -0.135
H -1.015 -0.724 1.629
*
```

## Properties
Maximum force in hartree/bohr: 0.091
Frontier orbital gap (spin up / spin down) in eV: 5.7094 / 6.3721
Molar mass in Da: 115.18
E_LUMO (spin up / spin down) in eV: 3.93 / 3.87

Charges computed using natural (NBO), reported in e: -0.634, -0.224, -0.469, -0.416, -0.661, -0.052, 0.198, -0.759, 0.186, 0.254, 0.176, 0.190, 0.154, 0.172, 0.158, 0.189, 0.219, 0.220, 0.191, -0.188, 0.097


# C2H3I2NO2

A 2-piece molecular cluster, C2H3I2NO2 overall in a non-equilibrium geometry (ωB97M-V with the def2-TZVPD basis set, the Open Molecules 2025 dataset).

Geometry as ORCA input:
```
! wB97M-V def2-TZVPD RIJCOSX def2/J DEFGRID3
* xyz 0 1
C -0.761 -0.559 -0.577
C 0.415 -0.050 0.134
N 0.694 1.337 0.192
O -0.293 2.102 0.185
O 1.820 1.721 0.182
I -1.574 -2.437 0.005
I 2.142 -1.322 -0.115
H -0.631 -0.831 -1.547
H -1.458 0.260 -0.472
H -0.354 -0.223 2.015
*
```

## Properties
Maximum force in hartree/bohr: 0.084
Frontier orbital gap (spin up / spin down) in eV: 7.4115 / 8.0090
Molar mass in Da: 326.86
E_LUMO (spin up / spin down) in eV: -2.42 / -1.77

Charges computed using natural (NBO), reported in e: -0.647, -0.089, 0.411, -0.401, -0.322, 0.149, 0.230, 0.237, 0.273, 0.160


# C13H49N3O10

A 10-piece molecular cluster, C13H49N3O10 overall in a non-equilibrium geometry (ωB97M-V with the def2-TZVPD basis set, the Open Molecules 2025 dataset).

Geometry as ORCA input:
```
! wB97M-V def2-TZVPD RIJCOSX def2/J DEFGRID3
* xyz 0 1
C -11.740 13.358 5.008
C -13.250 13.405 5.002
C -13.844 12.377 5.963
O -13.535 12.745 7.291
C -13.806 11.729 8.215
N -13.677 14.779 5.327
H -11.293 14.269 4.614
H -11.345 12.526 4.416
H -11.380 13.217 6.031
H -13.639 13.170 4.007
H -13.441 11.373 5.756
H -14.937 12.387 5.822
H -14.892 11.617 8.362
H -13.350 12.000 9.162
H -13.428 10.763 7.855
H -14.684 14.779 5.497
H -13.293 15.028 6.235
C -19.145 11.759 8.565
C -17.955 11.878 7.640
C -18.269 11.223 6.302
O -17.183 11.321 5.390
C -16.433 10.130 5.270
N -17.584 13.300 7.494
H -19.358 10.701 8.777
H -20.096 12.138 8.170
H -18.992 12.300 9.496
H -17.100 11.370 8.092
H -19.143 11.678 5.829
H -18.503 10.163 6.483
H -16.101 9.762 6.246
H -15.603 10.321 4.596
H -17.039 9.327 4.823
H -18.096 13.721 6.723
H -16.611 13.371 7.216
C -15.932 7.883 -0.150
C -16.852 7.709 1.044
C -16.179 6.781 2.046
O -16.909 6.574 3.233
C -18.057 5.764 3.053
N -17.093 9.031 1.663
H -15.451 6.950 -0.453
H -15.117 8.575 0.084
H -16.460 8.288 -1.013
H -17.829 7.338 0.733
H -15.261 7.295 2.349
H -15.880 5.827 1.586
H -18.728 6.180 2.305
H -18.547 5.697 4.025
H -17.767 4.737 2.799
H -16.193 9.500 1.760
H -17.436 8.884 2.608
O -16.698 15.277 5.296
H -17.656 15.297 5.174
H -16.329 15.372 4.407
O -16.065 12.952 3.161
H -16.668 12.895 3.918
H -15.738 12.046 3.037
O -14.598 10.734 2.244
H -14.233 11.236 1.493
H -13.833 10.405 2.725
O -16.059 16.293 2.662
H -16.563 16.427 1.853
H -15.488 15.546 2.456
O -19.479 14.498 5.053
H -20.268 14.407 5.597
H -19.665 14.001 4.250
O -13.602 12.865 0.920
H -14.282 13.427 1.311
H -13.222 13.391 0.211
C -17.803 13.296 0.322
O -16.819 14.186 0.837
H -18.103 13.625 -0.672
H -17.423 12.273 0.258
H -18.704 13.300 0.947
H -16.634 13.839 1.730
*
```

## Properties
Maximum force in hartree/bohr: 0.023
Frontier orbital gap in eV: 9.0245
Structure (SMILES): COC[C@H](C)N.COC[C@H](C)N.COC[C@H](C)N.CO.O.O.O.O.O.O
Molar mass in Da: 407.55
E_LUMO in eV: 0.24

Charges computed using Löwdin, reported in e: -0.066, -0.428, -0.215, -0.185, -0.103, 0.066, 0.076, 0.073, 0.078, 0.107, 0.124, 0.102, 0.072, 0.090, 0.088, 0.033, 0.077, -0.076, -0.430, -0.194, -0.219, -0.094, 0.070, 0.078, 0.075, 0.077, 0.121, 0.121, 0.127, 0.098, 0.066, 0.083, 0.030, 0.050, -0.062, -0.437, -0.224, -0.198, -0.100, 0.054, 0.078, 0.073, 0.079, 0.123, 0.130, 0.125, 0.080, 0.088, 0.090, 0.023, 0.048, -0.069, 0.005, -0.007, -0.048, 0.049, 0.018, -0.068, 0.029, 0.068, -0.044, 0.047, 0.021, -0.037, 0.061, 0.058, -0.038, 0.031, 0.065, -0.146, -0.165, 0.075, 0.074, 0.075, 0.004